No. 1
120
Properties=species:S:1:pos:R:3:forces:R:3 method="wB97M-V/def2-TZVPD" total_energy_ha=-5203.8600 e_lumo_ev=1.529 homo_energy_ha=-0.14019 orbital_gap_ev=5.3 charge=-1
C 3.650177 0.878073 2.019850 0.18 0.63 -0.83
C 3.820903 0.433603 0.566900 -0.35 -1.26 0.76
C 3.742918 -1.091354 0.378271 0.54 0.37 0.05
C 4.616039 -1.877065 1.348467 -0.57 -0.65 -0.73
C 4.581431 -3.403296 1.114141 -0.31 0.63 -0.28
C 3.194089 -3.922012 0.736824 0.23 0.71 0.73
C 2.242704 -3.612191 1.903078 0.47 -1.68 -0.29
C 1.009018 -4.513224 1.892502 -0.31 1.51 -0.30
C -0.173750 -3.937609 1.086995 0.14 -1.32 0.32
C -1.469267 -4.476914 1.696153 0.25 0.32 -1.10
C -2.737273 -4.023461 0.990341 -0.88 0.18 1.64
C -3.124812 -2.572215 1.299217 0.99 0.13 -1.48
C -4.132707 -1.998691 0.288048 -0.53 0.02 0.98
B -5.715907 -2.171732 0.723294 0.80 0.03 -1.09
P -6.563951 -0.562255 1.393113 -1.72 -1.74 1.03
N -7.958105 -0.910642 2.143785 0.18 0.99 -0.15
H 4.225062 0.298251 2.716882 0.17 -0.26 0.36
H 2.606601 0.899139 2.286553 -0.42 -0.31 0.30
H 3.984172 1.904257 2.084925 0.14 0.40 0.21
H 4.760201 0.761371 0.155293 0.35 0.43 -0.14
H 2.994980 0.838668 0.014776 -0.10 0.51 -0.54
H 4.097141 -1.321066 -0.620706 0.01 -0.05 -0.43
H 2.712879 -1.408066 0.398392 -0.40 -0.11 0.21
H 4.298387 -1.706063 2.363487 0.08 0.27 0.42
H 5.631758 -1.545582 1.186571 0.45 0.27 0.42
H 4.847597 -3.863670 2.056523 0.28 -0.36 0.22
H 5.340415 -3.667383 0.389917 0.15 -0.20 -0.37
H 3.253873 -4.985911 0.560710 -0.11 -0.44 0.03
H 2.816378 -3.465037 -0.165373 0.01 0.10 -0.48
H 2.029473 -2.557857 1.963111 -0.37 0.33 0.03
H 2.805588 -3.872266 2.791122 0.19 0.10 0.45
H 1.274115 -5.475343 1.478439 0.11 -0.43 0.05
H 0.679629 -4.657485 2.912723 -0.12 -0.13 0.37
H -0.097325 -4.337854 0.082727 -0.05 0.13 -0.50
H -0.143807 -2.862821 1.006454 -0.03 0.45 0.23
H -1.415055 -5.558437 1.625274 0.09 -0.40 0.17
H -1.461730 -4.222282 2.747704 -0.34 0.15 0.39
H -3.544619 -4.619678 1.406159 -0.33 -0.35 -0.11
H -2.749922 -4.227497 -0.068691 0.37 0.06 -0.48
H -3.431379 -2.470284 2.329519 -0.35 -0.05 0.36
H -2.201960 -1.994965 1.203431 0.23 0.21 0.15
H -3.896306 -0.940400 0.160963 0.01 0.18 -0.19
H -3.986815 -2.471936 -0.679814 0.24 -0.06 -0.19
H -6.335076 -2.465341 -0.286336 -0.40 0.22 -0.06
H -5.919605 -3.062147 1.514587 0.03 0.09 0.41
H -6.896544 0.354365 0.350509 0.78 0.36 0.25
H -5.760403 0.137910 2.346886 0.17 0.47 -0.70
H -8.084169 -1.905223 2.101695 -0.01 -0.49 -0.01
C 5.674462 5.580653 -2.011107 0.15 0.56 -0.05
C 5.249180 4.084174 -1.979943 0.56 0.42 0.64
C 3.780034 3.721574 -1.711402 -0.40 -0.24 -0.50
F 3.346202 4.106444 -0.506851 0.25 0.54 0.58
F 3.640050 2.379395 -1.755127 0.26 -0.07 -0.30
F 6.057035 3.426240 -1.127130 -0.04 -0.15 0.31
F 5.522063 3.601436 -3.220503 -0.21 0.07 -0.29
O 6.320791 6.175620 -0.867608 -0.43 -0.83 0.31
C 5.635294 6.755802 0.192995 0.29 -0.24 -1.35
C 5.898002 6.025282 1.513024 0.37 -0.03 0.32
F 5.530508 4.741682 1.455076 -0.28 -0.42 -0.35
F 5.190139 6.607585 2.500328 -0.16 0.31 0.08
F 4.339948 6.889216 -0.085285 -0.67 -0.33 0.12
F 6.117387 8.001553 0.316053 0.34 0.40 0.31
H 6.455447 5.618801 -2.768160 0.06 -0.13 0.06
H 4.880442 6.218800 -2.391334 -0.30 -0.06 0.20
H 3.125800 4.154314 -2.471930 0.11 0.11 -0.12
H 6.959088 6.063702 1.763546 0.07 0.16 -0.11
C 3.451762 -4.562795 7.932200 0.42 0.15 -0.44
C 2.403436 -4.916998 9.026141 0.08 0.89 -0.47
C 1.287706 -5.924926 8.706526 0.04 -0.59 0.28
F 0.470901 -5.527494 7.732021 0.00 0.56 -0.61
F 0.517071 -6.096751 9.806507 0.18 0.06 0.27
F 1.877727 -3.774899 9.502689 -0.30 0.15 0.01
F 3.113233 -5.471291 10.047083 0.13 -0.37 0.01
O 3.330922 -3.341354 7.179660 -0.88 -0.11 0.57
C 2.588671 -3.230157 6.007258 1.07 -0.81 0.74
C 1.416464 -2.253706 6.139380 -0.04 0.57 -0.07
F 0.573946 -2.616084 7.113435 -0.08 -0.46 0.42
F 0.722265 -2.228594 4.989031 0.07 -0.09 -0.34
F 2.218659 -4.436692 5.579709 -0.69 -0.51 -0.06
F 3.436237 -2.761717 5.078787 0.07 0.58 -0.26
H 4.373200 -4.405503 8.489851 -0.08 0.08 0.11
H 3.656712 -5.408155 7.279412 -0.32 -0.12 -0.13
H 1.710094 -6.896319 8.434534 0.15 0.03 0.02
H 1.780897 -1.249400 6.360946 0.19 0.00 -0.05
C -8.080002 0.970863 -2.406294 0.29 -0.23 0.51
C -8.966722 1.301962 -3.640857 0.71 0.59 0.52
C -8.732343 0.550754 -4.960618 -0.50 -0.42 -0.15
F -7.523668 0.756637 -5.491148 0.69 0.29 0.22
F -9.631006 0.978507 -5.886317 -0.19 0.09 0.18
F -8.938548 2.634515 -3.852842 0.10 0.19 -0.28
F -10.240380 0.997193 -3.274006 -0.12 -0.32 -0.05
O -6.979726 1.830442 -2.051913 -0.35 0.46 -1.19
C -5.699045 1.701153 -2.567602 -1.34 -0.84 0.84
C -5.268587 2.939622 -3.359874 0.07 0.45 0.12
F -6.087267 3.185392 -4.389334 -0.43 -0.21 -0.32
F -4.026368 2.762235 -3.875262 0.26 -0.21 0.10
F -5.571048 0.568542 -3.256982 0.03 -0.23 -0.91
F -4.897705 1.574906 -1.510503 0.76 0.44 0.39
H -8.749848 1.086471 -1.556097 -0.04 0.08 -0.02
H -7.782282 -0.075185 -2.388105 0.16 -0.09 -0.24
H -8.874952 -0.523993 -4.823233 -0.03 0.01 0.15
H -5.261657 3.820945 -2.717897 0.04 -0.09 0.20
C -0.722558 4.439930 -5.687230 0.31 0.21 0.44
C -1.610712 3.771831 -6.774625 0.77 0.46 -0.20
C -1.710851 2.239056 -6.839196 -0.60 -0.37 0.24
F -0.542432 1.638768 -7.095563 0.76 0.23 0.03
F -2.547341 1.889001 -7.843832 -0.14 0.29 -0.06
F -1.252591 4.269484 -7.976265 0.14 -0.13 -0.28
F -2.871597 4.207578 -6.535237 -0.23 -0.09 0.25
O 0.593218 4.929925 -6.032882 -0.24 -0.58 -0.68
C 1.745979 4.158733 -5.999384 -1.34 0.52 0.42
C 2.383677 4.019550 -7.385154 0.30 0.32 -0.28
F 1.553633 3.451692 -8.263610 -0.56 -0.28 -0.06
F 3.481896 3.242634 -7.302057 0.23 -0.11 0.24
F 1.530109 2.992024 -5.402436 -0.11 -0.77 -0.09
F 2.619427 4.821108 -5.217587 0.54 0.33 0.10
H -1.254883 5.354719 -5.434554 -0.01 0.03 -0.15
H -0.702634 3.861726 -4.766850 0.12 -0.34 -0.08
H -2.116210 1.834148 -5.907865 -0.01 0.16 0.08
H 2.668210 4.999308 -7.771992 0.01 0.12 0.17

No. 2
92
Properties=species:S:1:pos:R:3:forces:R:3 method="wB97M-V/def2-TZVPD" total_energy_ha=-2973.3736 e_lumo_ev=2.644 homo_energy_ha=-0.15899 orbital_gap_ev=7.0 charge=-1
Cd -0.352456 1.117661 -0.967027 -0.71 0.27 -0.28
O -0.089958 3.086588 0.068379 0.25 -0.22 -0.09
C -1.081420 3.455245 0.787712 -0.33 0.34 0.21
C -0.862168 3.975583 2.099605 0.06 0.14 0.01
C -1.885757 4.404486 2.899315 0.09 0.06 -0.15
C -3.216687 4.386072 2.450022 -0.19 0.07 -0.10
C -3.469517 3.934621 1.180733 -0.05 0.01 0.12
C -2.447803 3.456282 0.341192 0.25 -0.10 0.05
C -2.804099 3.048495 -0.985556 0.05 0.12 0.03
N -2.047839 2.408028 -1.795495 -0.09 -0.10 0.04
C -2.465555 2.217339 -3.161617 -0.16 0.06 -0.14
C -1.234751 2.401398 -4.041387 -0.22 0.09 -0.10
N -0.385003 1.266208 -3.797852 0.30 -0.07 0.14
C 0.005826 0.606001 -4.816855 -0.07 0.15 -0.01
C 0.736394 -0.635704 -4.835348 0.10 -0.21 0.06
C 1.142095 -1.137713 -6.079947 -0.04 0.04 0.05
C 1.797540 -2.340250 -6.209347 0.00 -0.11 -0.12
C 2.048385 -3.091730 -5.052274 0.08 0.12 -0.11
C 1.669422 -2.631197 -3.818727 0.46 0.03 -0.04
C 1.003309 -1.377411 -3.636846 0.08 0.33 -0.02
O 0.671392 -0.972150 -2.478602 0.46 0.53 -0.07
H 0.164677 4.007244 2.443802 -0.01 -0.06 0.00
H -1.669345 4.778417 3.894008 0.03 -0.03 0.02
H -4.019851 4.730775 3.088138 0.00 -0.04 0.00
H -4.487594 3.924188 0.801048 0.00 0.00 0.01
H -3.805783 3.351050 -1.324759 0.05 0.02 -0.03
H -3.260228 2.918824 -3.448165 0.01 -0.01 0.07
H -2.828999 1.192702 -3.298562 -0.05 0.04 -0.02
H -0.729852 3.319808 -3.725000 -0.01 0.00 -0.06
H -1.523179 2.495231 -5.100787 0.04 -0.01 0.06
H -0.250012 0.989320 -5.820220 -0.02 -0.03 0.04
H 0.926884 -0.549352 -6.967835 -0.02 0.02 0.02
H 2.103981 -2.704513 -7.181371 -0.01 0.01 0.00
H 2.560747 -4.043848 -5.141807 0.00 -0.01 0.05
H 1.886051 -3.202473 -2.921487 0.34 0.11 -0.27
C -4.700318 -0.645512 0.129917 0.04 -0.05 -0.17
C -3.386862 -0.084871 0.662146 -0.30 -0.15 -0.01
O -2.474734 0.000735 -0.170182 0.40 0.08 0.17
C -3.367009 0.293080 2.060939 0.26 0.11 -0.12
C -4.532477 0.120440 2.842024 -0.12 -0.03 -0.02
C -4.633497 0.562947 4.132186 -0.31 -0.08 0.00
C -3.542746 1.238806 4.709638 0.25 0.04 -0.04
C -2.384882 1.404595 4.012746 -0.08 -0.06 0.39
C -2.204413 0.885234 2.683121 0.66 -0.15 -0.39
O -1.065522 0.945795 2.142047 -0.06 -0.21 -0.14
H -4.581097 -0.842594 -0.933207 0.03 0.00 0.01
H -5.517433 0.060539 0.279885 -0.04 -0.04 0.00
H -4.946785 -1.577427 0.641106 -0.08 0.00 -0.03
H -5.381053 -0.396802 2.411773 0.00 0.08 0.04
H -5.541917 0.409011 4.700491 -0.02 -0.03 -0.03
H -3.626779 1.618364 5.722432 0.02 0.03 0.02
H -1.530737 1.903633 4.453096 0.03 0.00 -0.03
C 5.108054 -1.683700 -0.257002 -0.56 -0.03 0.11
Si 3.848005 -0.305727 -0.633364 0.91 0.66 -0.02
C 4.383899 1.278841 0.287063 -0.24 -0.33 0.08
C 4.130461 0.161522 -2.450235 -0.63 -0.26 0.15
Sb 1.415000 -0.478813 0.261281 0.44 -0.98 0.35
Si 0.424505 -2.845416 0.012522 -0.60 -0.96 -0.23
C -0.414109 -3.194166 -1.648102 -0.09 -0.01 0.37
C 1.771756 -4.153307 0.352896 -0.07 0.46 -0.04
C -0.955567 -3.074367 1.296792 0.38 0.35 0.08
Si 1.942114 -0.552905 2.801740 0.60 0.21 1.09
C 3.617416 -1.444277 3.081170 -0.18 0.11 -0.46
C 2.216710 1.195854 3.497631 -0.23 -0.14 -0.41
C 0.835560 -1.539799 3.996482 -0.27 0.13 -0.61
H 6.105261 -1.383514 -0.586181 -0.05 0.14 -0.07
H 4.841312 -2.599374 -0.789323 0.02 -0.01 -0.02
H 5.157745 -1.920785 0.805658 0.00 0.00 -0.02
H 5.356514 1.644923 -0.048510 0.04 -0.10 -0.07
H 4.432169 1.126966 1.367384 0.00 0.03 0.00
H 3.646749 2.064625 0.101422 0.01 0.03 0.02
H 5.034717 0.767965 -2.536979 0.02 -0.02 0.16
H 3.288461 0.743047 -2.828883 -0.01 0.04 -0.08
H 4.238398 -0.710318 -3.093588 -0.07 -0.09 -0.05
H 0.299544 -3.372415 -2.450653 -0.64 -0.11 0.43
H -1.004494 -2.319791 -1.928088 -0.04 -0.17 0.06
H -1.081654 -4.056201 -1.579078 0.01 -0.15 0.26
H 2.563691 -4.096896 -0.397077 0.04 -0.01 0.00
H 1.372700 -5.169810 0.349368 -0.12 0.04 -0.03
H 2.224933 -3.970373 1.329947 0.04 -0.04 0.02
H -1.608811 -2.201845 1.269600 -0.08 0.09 0.04
H -0.569858 -3.160539 2.313265 -0.03 0.00 -0.01
H -1.565210 -3.955939 1.087128 0.12 -0.05 -0.15
H 4.464763 -0.841306 2.748065 0.00 0.00 -0.01
H 3.654192 -2.392451 2.539415 0.03 -0.05 0.05
H 3.759387 -1.661148 4.142420 -0.11 0.06 0.04
H 3.238456 1.527115 3.303652 0.02 -0.02 -0.01
H 2.048923 1.218323 4.576667 -0.02 -0.07 0.00
H 1.536280 1.906846 3.026693 -0.09 -0.01 0.06
H 0.978498 -2.612930 3.850523 0.02 0.01 -0.01
H -0.221674 -1.314845 3.872237 -0.11 0.04 -0.02
H 1.104579 -1.304295 5.028765 0.18 0.12 -0.07